(1)
{"formula": "C23H25AsCl3F3GeInN3O5S", "method": "ωB97M-V/def2-TZVPD", "homo_energy_ev": [-9.823, -9.822], "total_energy_ha": -8012.1460, "total_charge": 1, "multiplicity": 2, "s2": 0.89, "symbols": ["C", "C", "H", "O", "S", "H", "C", "H", "C", "C", "H", "C", "H", "F", "C", "H", "O", "N", "O", "H", "H", "Cl", "C", "Cl", "As", "H", "C", "C", "O", "H", "O", "C", "H", "H", "C", "In", "H", "C", "H", "F", "H", "F", "C", "H", "C", "H", "H", "N", "C", "C", "Cl", "C", "C", "H", "C", "H", "C", "H", "H", "C", "N", "C", "H", "H", "Ge", "H"], "coordinates": [[2.35526, 0.91629, 0.10693], [3.41543, -2.06404, -1.71522], [-1.46248, -0.53463, 5.66692], [3.20239, 5.71324, 0.52397], [0.37277, -4.07386, -1.28217], [-2.98429, 5.39787, -1.20479], [-0.48721, -2.14397, 4.62737], [5.36056, 0.13055, -3.36015], [-0.82219, -0.81432, 4.83985], [1.34740, 2.09429, 2.31740], [4.18044, 1.66068, -1.80402], [1.11389, 0.75829, 2.05011], [3.17872, -3.11181, -1.63511], [0.39212, -5.76446, -3.23826], [-2.27287, 0.60982, 0.16969], [-2.40468, 0.76502, 2.37784], [-1.08174, -4.14889, -1.24262], [2.74485, -1.22932, -0.90851], [0.99136, -4.00684, 0.05838], [-0.85229, -2.93066, 5.27104], [-1.48300, 4.80559, -0.49714], [-3.36247, -2.09360, -1.54301], [-2.13552, 1.82533, -3.96869], [-2.48583, -3.86214, 1.33724], [-1.62835, 1.76485, -1.16101], [-2.71355, 2.74603, -3.87507], [4.37072, -1.61698, -2.60105], [3.02085, 0.09068, -0.93315], [0.84427, -2.96757, -2.09922], [-2.44836, 1.33785, -4.89225], [1.53300, 6.06900, 2.09137], [4.62925, -0.25649, -2.66327], [-5.07293, -0.41888, 1.01946], [1.04573, 2.46974, 3.29147], [-4.11291, -0.10573, 1.40182], [0.87974, -1.68912, 0.25347], [-2.76959, -1.74528, 1.99539], [3.96232, 0.60352, -1.81097], [-3.30598, 3.19468, 0.04242], [0.70130, -6.65797, -1.28785], [4.89842, -2.32351, -3.22436], [2.29140, -5.51737, -2.22092], [0.48325, -0.22516, 2.96247], [-1.77325, 4.62444, -2.22293], [-0.33534, 0.16032, 3.99382], [-1.08565, 2.10419, -4.08191], [0.61036, -3.47716, 3.34939], [1.61225, 0.18429, 0.95572], [-2.90640, 3.25581, -0.96775], [-2.24707, 4.59491, -1.23862], [-2.47754, -0.28750, 1.47595], [2.35371, 5.83086, 1.30706], [2.02725, 2.96138, 1.43259], [-3.72509, 3.05435, -1.66094], [-2.35168, 0.90071, -2.77226], [-0.55209, 1.20634, 4.15624], [0.97877, -5.63116, -2.06693], [-3.40652, 0.67817, -2.61943], [-0.97207, -0.48842, 1.61895], [2.52510, 2.26695, 0.30168], [0.80456, -1.52825, 2.73586], [0.32449, -2.45177, 3.55497], [-2.34121, -1.02517, 2.93478], [3.12323, 2.81398, -0.42267], [-1.79467, -2.35597, -0.09524], [-1.82033, -0.04207, -2.90411]], "lowdin_charge": [-0.22, -0.09, 0.13, 0.17, 0.50, 0.08, -0.03, 0.13, -0.04, -0.04, 0.12, -0.24, 0.10, 0.19, -0.66, 0.11, -0.42, 0.03, -0.34, 0.12, 0.06, 0.28, -0.18, 0.26, 1.18, 0.06, -0.01, -0.17, -0.31, 0.07, 0.17, -0.01, 0.04, 0.10, -0.11, 0.92, 0.01, 0.03, 0.06, 0.19, 0.12, 0.17, -0.28, 0.06, -0.05, 0.07, 0.13, 0.01, -0.43, -0.18, 0.19, -0.48, 0.01, 0.07, -0.49, 0.13, -0.67, 0.05, 0.00, -0.05, 0.05, -0.11, 0.07, 0.09, 0.23, 0.03]}


(2)
{"formula": "C22H45B2ClNO7Si", "method": "ωB97M-V/def2-TZVPD", "homo_energy_ev": -5.018, "total_energy_ha": -2245.8246, "total_charge": -1, "symbols": ["H", "O", "H", "H", "C", "C", "C", "H", "C", "H", "H", "O", "C", "H", "O", "H", "H", "H", "B", "H", "H", "H", "C", "H", "H", "H", "H", "H", "H", "H", "C", "H", "Si", "B", "C", "N", "C", "H", "Cl", "H", "H", "H", "C", "C", "C", "H", "H", "H", "O", "H", "H", "C", "H", "C", "H", "C", "H", "C", "O", "O", "H", "C", "H", "H", "H", "C", "C", "H", "C", "H", "H", "C", "O", "H", "H", "H", "H", "C", "H"], "coordinates": [[-7.61105, 3.52399, 0.77556], [3.01003, 1.77075, -4.15367], [0.18963, -4.33583, 4.07207], [-2.09690, 0.15904, 2.93007], [-6.82265, 1.06068, 1.56310], [2.34562, 2.90282, -0.40012], [-7.24951, 3.37890, 1.79818], [4.60985, 1.48661, -7.84388], [0.31468, -0.58487, 0.94449], [0.00355, -5.85835, -2.59572], [4.18435, 4.24995, 0.42631], [4.29663, 3.02806, -6.53114], [3.91294, 3.17332, 0.05810], [-0.42972, 0.17346, 1.48337], [-0.50030, -3.14186, 0.63499], [4.58828, 1.07556, -3.01006], [2.68128, 3.71920, -3.65515], [0.68896, -1.21710, -1.32622], [0.41843, -4.24670, 0.22594], [-7.75086, 4.09897, 2.45058], [1.39569, -0.26123, 1.30852], [-1.22000, -3.59400, 5.20800], [0.88630, -0.85999, 4.27348], [3.20788, 1.26210, -6.77800], [6.15751, 2.16513, 0.41678], [-5.23443, -0.33671, 1.93875], [2.28680, 3.44692, -6.12331], [2.54563, -2.50987, 1.33166], [-1.66203, -5.77345, -2.09829], [0.21404, 1.11901, -2.45607], [0.39939, 1.04366, -1.29229], [-0.27719, 1.81766, -0.69045], [-0.48253, -1.89665, 3.31902], [-0.26465, -5.58441, -0.47722], [-2.11453, -0.88753, 3.49652], [-0.69448, -5.41063, -1.95331], [4.13598, 0.91597, -3.99365], [3.79169, -0.11997, -4.05504], [1.75663, -3.83412, -1.05202], [4.87926, 1.08015, -4.77740], [1.49139, 3.70682, -0.40459], [4.39347, 3.31413, -3.86311], [3.10306, 0.15033, -0.90059], [-0.76612, -3.64621, 4.10720], [0.13239, -2.14603, 1.51260], [1.08160, -1.27723, 5.36272], [-1.07113, -0.70533, -0.88121], [3.13252, 2.42978, -8.13423], [-0.45034, -6.90306, 0.15902], [-2.21709, -0.60469, 4.65002], [0.52336, 0.26011, 4.42210], [-5.70536, 0.50824, 2.45152], [-1.58042, -4.17695, 3.41701], [3.77206, 1.99619, -7.35933], [3.46761, 4.71075, -5.73693], [-4.75150, 2.06758, 3.95861], [1.89543, -0.77820, 3.64881], [5.05267, 1.98412, 0.06452], [1.24938, -4.40458, 1.44216], [-7.57546, 2.06847, 2.24600], [5.45836, -0.41305, -0.41996], [4.65776, 0.47057, -0.43137], [-4.04111, 2.89823, 4.00035], [-6.42085, 1.44192, 0.61669], [-7.51952, 0.24894, 1.32990], [1.56283, -2.97421, 1.76848], [1.96836, 1.37890, -0.87180], [1.86245, -3.09392, 2.91778], [0.07594, -0.45147, -0.67145], [-0.54027, -7.54479, -0.62902], [-5.75152, 2.45431, 4.17198], [3.38732, 3.14690, -4.26581], [-4.68130, 1.48566, 2.66159], [-6.17344, 3.56250, 1.84326], [-3.09057, -1.51346, 3.24258], [-4.46824, 1.32836, 4.71411], [2.86314, -0.95309, -1.22346], [3.28785, 3.63102, -5.71446], [-6.10492, 0.14378, 3.40581]], "lowdin_charge": [0.08, -0.20, 0.05, 0.04, -0.19, -0.04, -0.12, 0.09, -0.14, 0.06, 0.06, -0.20, -0.09, 0.10, -0.08, 0.06, 0.12, 0.08, -1.12, 0.09, 0.11, 0.04, -0.22, 0.08, 0.07, 0.12, 0.12, 0.11, 0.05, 0.12, -0.18, 0.11, 0.54, -0.42, -0.24, 0.05, -0.11, 0.09, 0.58, 0.08, 0.08, 0.13, -0.01, -0.21, -0.39, 0.04, 0.13, 0.08, 0.01, 0.05, 0.04, -0.20, 0.06, -0.11, 0.12, -0.11, 0.05, -0.10, -0.13, -0.20, 0.09, -0.08, 0.09, 0.13, 0.12, -0.19, -0.13, 0.11, -0.20, 0.10, 0.08, -0.20, -0.21, 0.08, 0.05, 0.08, 0.08, -0.20, 0.13]}


(3)
{"formula": "C35H44F3GdN6O2", "method": "ωB97M-V/def2-TZVPD", "homo_energy_ev": [-12.967, -13.017], "total_energy_ha": -2903.9743, "total_charge": 2, "multiplicity": 8, "s2": 15.89, "symbols": ["H", "H", "H", "C", "N", "C", "H", "H", "H", "C", "H", "C", "Gd", "H", "C", "C", "C", "H", "H", "C", "C", "C", "C", "H", "H", "H", "F", "H", "H", "C", "C", "H", "H", "H", "C", "H", "C", "C", "H", "H", "H", "N", "H", "H", "H", "C", "C", "C", "C", "H", "C", "C", "C", "H", "H", "C", "F", "O", "H", "H", "C", "F", "C", "C", "H", "N", "C", "C", "N", "H", "H", "H", "C", "H", "H", "H", "H", "N", "H", "H", "H", "C", "O", "N", "C", "H", "H", "C", "H", "C", "C"], "coordinates": [[-1.18213, 3.87066, 1.19781], [-2.44631, 0.01650, -2.14550], [-3.66245, -0.36865, 3.78212], [-4.87321, -5.02805, 0.59435], [-3.41335, -3.07799, 0.12599], [-0.68602, -1.40004, 7.10382], [2.23075, -2.97458, -2.24517], [3.05117, -2.97268, 0.30512], [1.67272, 1.17667, -3.77893], [-3.12227, -4.81669, -1.19904], [-4.47723, -6.00035, 0.88104], [4.10484, 1.62791, 0.85554], [-0.24694, -0.09707, 0.04688], [2.47196, 3.39687, -0.34100], [1.88840, -1.99612, -1.88994], [4.87131, 0.52196, 1.17851], [-0.71944, -1.36876, 5.71905], [-3.15876, -6.93451, -0.97430], [-0.41071, 2.45143, 1.98410], [1.46784, 1.02651, -2.71193], [2.31024, -2.19035, 0.50721], [-3.48670, -1.68025, 2.10195], [3.00276, -0.85738, 0.65232], [-0.03524, 2.88357, -0.42153], [-5.89380, -2.19483, -0.24232], [-0.04700, 2.53107, -2.57313], [1.28151, -0.37417, 9.73749], [1.81320, -2.43946, 1.45050], [-5.06412, -4.44075, 1.48723], [-2.46993, 2.14709, 1.39146], [0.92411, 2.31547, -2.11845], [5.89673, 0.64276, 1.49712], [0.03244, -2.01130, -2.97866], [1.06208, 1.44691, 7.66657], [1.89108, 2.60272, 0.14251], [2.78156, -1.37552, -1.80356], [-4.12801, -2.17935, 0.97874], [-4.15968, -0.77608, 2.91212], [-3.84189, 0.37109, -0.10709], [4.51432, 2.62607, 0.91548], [1.58194, 3.15470, -2.36935], [-3.88708, -4.32440, -0.21601], [-3.98681, 0.71455, -2.60132], [-1.57319, 3.41897, 2.84992], [-2.47369, -1.98262, 2.33365], [0.00970, -0.38682, 9.30242], [-0.20060, -0.24497, 2.37806], [-1.33505, 3.02042, 1.86406], [0.53288, 0.69449, 5.73484], [-1.15359, -2.21065, 7.64290], [-3.38509, 1.22631, -0.61751], [0.92852, -1.39196, -2.89882], [2.79250, 1.43340, 0.44808], [-4.07467, 2.07245, -0.55461], [-2.69653, -6.37060, -2.58000], [-0.04554, -0.38584, 7.79521], [-0.59218, 0.70446, 9.80804], [-2.17435, 1.59149, 0.08087], [0.70119, -2.93437, -0.50686], [1.40512, -1.38238, -3.88679], [-2.15861, -3.88083, -1.52646], [-0.59063, -1.46168, 9.83014], [-3.06392, 0.91246, -2.05674], [-5.46307, -0.40820, 2.60772], [4.89202, -1.62995, 1.29978], [0.48870, -0.04866, -2.49125], [-3.35620, -6.18104, -1.73772], [4.31610, -0.74516, 1.07196], [0.71204, 2.23780, -0.65658], [1.00505, 1.50398, 5.19622], [-3.38792, 2.73280, 1.29818], [-0.34500, 0.18359, -3.02514], [-6.09356, -0.91947, 1.48146], [-5.99070, 0.28287, 3.24956], [-4.38596, -6.30002, -2.07208], [-5.79971, -5.14684, 0.03470], [-2.65769, 1.31972, 2.08326], [1.28717, -2.10441, -0.54607], [-7.10873, -0.62903, 1.24971], [2.41153, 0.74773, -2.24113], [-1.20893, -2.16194, 5.17075], [-5.42135, -1.79934, 0.64696], [-1.73660, -1.66006, -0.59549], [2.26117, 0.21477, 0.34915], [-0.15594, -0.28785, 3.59388], [-1.42455, -3.97798, -2.30395], [1.53693, 3.01468, 1.09175], [-0.11266, -0.32248, 5.02714], [-2.57395, 1.75722, -2.54219], [-2.34976, -2.77575, -0.68026], [0.56453, 0.66159, 7.11457]], "lowdin_charge": [0.09, 0.04, 0.12, 0.04, 0.07, 0.01, 0.14, 0.14, 0.14, -0.24, 0.10, 0.01, 1.60, 0.14, -0.18, 0.00, -0.02, 0.10, 0.04, -0.18, -0.14, -0.01, -0.26, 0.09, 0.13, 0.12, 0.15, 0.13, 0.10, -0.23, -0.16, 0.13, 0.11, 0.13, -0.13, 0.12, -0.22, -0.06, 0.11, 0.13, 0.13, -0.04, 0.10, 0.10, 0.11, -0.59, -0.16, -0.06, -0.01, 0.13, -0.23, -0.18, -0.24, 0.13, 0.09, -0.11, 0.15, -0.30, 0.12, 0.14, 0.07, 0.15, -0.05, -0.05, 0.13, -0.14, 0.01, 0.02, -0.13, 0.12, 0.13, 0.11, -0.05, 0.12, 0.10, 0.11, 0.10, -0.14, 0.12, 0.11, 0.11, -0.02, -0.22, 0.04, -0.13, 0.11, 0.13, -0.26, 0.08, -0.38, 0.01]}


(4)
{"formula": "C40H46GeN5O5Pd", "method": "ωB97M-V/def2-TZVPD", "homo_energy_ev": [-9.562, -10.892], "total_energy_ha": -4406.3216, "total_charge": 1, "multiplicity": 5, "s2": 6.01, "symbols": ["H", "C", "H", "C", "H", "H", "N", "C", "C", "H", "H", "H", "O", "H", "C", "H", "H", "H", "C", "O", "C", "C", "H", "C", "H", "N", "N", "H", "H", "C", "H", "H", "H", "N", "H", "C", "C", "C", "O", "C", "H", "C", "C", "C", "C", "C", "H", "H", "C", "C", "H", "C", "H", "C", "H", "H", "H", "H", "C", "C", "H", "H", "C", "H", "H", "H", "H", "O", "H", "H", "H", "C", "H", "H", "H", "C", "H", "C", "C", "N", "C", "C", "C", "Ge", "C", "H", "Pd", "O", "H", "C", "C", "C", "C", "H", "C", "H", "C", "H"], "coordinates": [[0.87140, -5.20339, 0.43478], [3.38334, -0.13720, -3.23776], [4.13441, 0.81358, -0.38474], [0.71550, -0.79752, 1.67633], [-2.50340, 7.08076, -0.20476], [5.24918, 2.85118, -0.57861], [-1.85300, 5.24134, -0.98322], [-1.91471, -4.66513, -1.20618], [2.92311, 2.22392, -3.34130], [2.26544, -2.04972, 0.87076], [4.84600, 2.80754, 1.15556], [-3.80151, -5.43417, -0.52778], [-0.44316, 6.91722, -0.42565], [-0.92964, -0.85916, 4.33001], [1.25349, -2.30332, 3.55326], [0.38859, -6.43286, -2.95083], [-0.68721, 2.92594, -1.38131], [1.61777, -1.78828, 4.44534], [2.83442, -4.97505, 1.26302], [-3.70978, 5.26810, -2.27039], [0.60075, -2.75209, -4.83837], [1.07809, -2.57427, -6.12876], [2.93494, 4.85544, -1.55683], [2.51528, 2.21915, -0.20306], [2.62303, -5.59960, 2.12242], [3.23927, 3.33969, -0.11813], [-1.59544, 1.10128, -1.58495], [2.21108, 3.03806, -3.41740], [-1.92794, 7.09916, -1.88684], [4.65998, 3.32059, 0.21239], [5.44056, -0.68461, -3.05229], [0.87644, -0.26632, -3.81140], [-2.08273, -3.67543, -0.79391], [1.07854, 0.61797, -3.34939], [4.99725, 4.34700, 0.32400], [4.36845, -3.63515, -0.01166], [-1.63852, 2.43380, -1.54436], [3.22723, 0.93463, 0.21669], [1.34478, 2.21164, -0.59206], [-1.75501, 6.67756, -0.89492], [-3.42056, -7.68508, -1.47122], [-1.48920, -7.19295, -2.26520], [-2.72395, 0.42077, -1.78755], [3.05152, -3.81776, -5.55703], [-0.72710, -4.93061, -1.88462], [2.47255, 0.90993, -3.33978], [4.62922, 3.51273, -3.25568], [3.52487, 1.03667, 1.26353], [-3.98426, 2.43907, -1.95045], [1.84922, -4.74987, 0.30900], [4.86691, -4.59514, 1.84404], [1.34378, -3.44758, -3.88140], [-4.90360, 2.98730, -2.11007], [3.38062, -3.41820, -0.96431], [-2.62528, -0.65770, -1.80638], [0.48628, -2.03616, -6.85887], [-0.36193, 7.84874, -0.19733], [-1.28572, 4.71830, -0.33653], [-2.84860, 4.64540, -1.68116], [2.31434, -3.09848, -6.48601], [5.35552, -3.21016, -0.14735], [0.70348, -3.18930, 3.86927], [-2.66804, -6.91569, -1.58536], [-4.83159, 0.47099, -2.15378], [-1.32319, -8.17803, -2.68187], [3.00488, 5.39605, 0.13391], [2.85906, -0.79833, 1.96793], [-0.06286, -0.05404, 1.06500], [4.00563, -4.24541, -5.83803], [3.61062, -2.80769, -1.83050], [-0.37717, -2.35879, -4.57152], [-2.81238, 3.14546, -1.71010], [3.01962, -1.15736, -3.24805], [1.57140, 4.55213, -0.46876], [-1.55652, -0.63460, 2.68244], [-0.03351, -1.81001, -1.62286], [-1.47033, -2.26304, 3.39040], [4.73727, 0.13540, -3.12464], [4.09510, -4.41247, 1.10707], [0.35886, -1.44942, 2.78638], [-0.52584, -6.20539, -2.41273], [-2.88148, -5.65117, -1.05570], [5.19412, 1.44748, -3.11945], [0.63714, -3.55221, -2.05684], [4.28143, 2.48708, -3.23670], [0.52507, 1.35740, -3.76522], [0.34654, 0.14814, -1.18205], [2.40842, -0.20234, 0.03708], [2.69370, -2.95844, -7.48970], [-3.94013, 1.05649, -1.97988], [2.56585, -3.99507, -4.26590], [2.10485, -3.96532, -0.81716], [2.65312, 4.60932, -0.53007], [3.15601, -4.55938, -3.55242], [-0.98252, -1.28974, 3.32875], [6.25319, 1.65702, -3.04913], [2.14192, -1.00887, 1.17207], [2.09704, -2.64124, 2.95897]], "lowdin_charge": [0.10, -0.03, 0.13, -0.40, 0.14, 0.08, 0.09, -0.12, -0.05, 0.10, 0.09, 0.10, -0.04, 0.10, -0.02, 0.10, 0.10, 0.10, -0.09, 0.09, -0.14, -0.09, 0.09, -0.41, 0.11, -0.12, -0.02, 0.12, 0.13, -0.02, 0.11, 0.07, 0.08, 0.06, 0.10, -0.09, -0.07, -0.08, -0.03, -0.24, 0.10, -0.08, -0.10, -0.08, -0.30, -0.30, 0.11, 0.14, 0.03, -0.10, 0.10, -0.30, 0.13, -0.13, 0.10, 0.10, 0.10, 0.14, -0.45, -0.08, 0.10, 0.10, -0.09, 0.12, 0.10, 0.10, 0.14, -0.03, 0.11, 0.08, 0.10, -0.10, 0.09, 0.08, 0.09, -0.20, 0.10, -0.07, -0.09, -0.13, -0.10, -0.09, -0.10, 0.83, -0.09, 0.11, 0.92, -0.18, 0.11, -0.02, -0.12, -0.28, -0.01, 0.10, -0.01, 0.11, -0.09, 0.07]}


(5)
{"formula": "C3HgO2", "method": "ωB97M-V/def2-TZVPD", "homo_energy_ev": [-3.474, -3.421], "total_energy_ha": -418.0686, "total_charge": -1, "multiplicity": 2, "s2": 0.75, "symbols": ["O", "C", "C", "Hg", "C", "O"], "coordinates": [[-0.64166, 1.33201, -0.04354], [-0.82728, 0.13784, -0.16557], [1.56684, -0.14230, 0.01115], [-3.18248, -0.93420, 0.20265], [2.72998, 0.29379, 0.05871], [0.35461, -0.68713, -0.06341]], "lowdin_charge": [-0.12, -0.56, -0.31, 0.12, -0.01, -0.13]}


Which F_max belongs to each record? In order, 3.83, 5.42, 0.28, 0.15, 5.00 eV/Å.